--- 1 ---
A cluster of 3 separate species, C4H14N2OS in total. Source: OMol25; level of theory: wB97M-V/def2-TZVPD.

Calculated values
HOMO in eV: -8.41
Total charge: 0
Kohn-Sham gap in eV: 4.922
Molecular weight in g mol⁻¹: 138.24

Geometry (Å):
1 C -1.2550 1.2229 0.6105
2 N 0.0362 -0.8361 -0.6554
3 C 1.0244 -1.1788 0.3866
4 C 2.1245 -0.1342 0.3642
5 S 3.4385 -0.5664 1.5393
6 C -2.7111 1.1428 0.3806
7 N -3.1297 -0.2340 -0.1217
8 H -0.7962 1.8703 -0.1191
9 H -0.8884 1.1708 1.6217
10 H -0.5910 -0.1011 -0.2425
11 H 0.5306 -1.0611 1.3562
12 H 1.3986 -2.1820 0.2061
13 H 1.6865 0.8401 0.5936
14 H 2.4819 -0.1014 -0.6791
15 H 4.1690 0.5172 1.2433
16 H -3.0505 1.8496 -0.3620
17 H -3.2180 1.1574 1.3419
18 H -2.9862 -0.3057 -1.1309
19 H -2.3871 -0.8312 0.2311
20 H 1.4689 -0.8489 -3.0044
21 H 0.7295 -0.5113 -1.4080
22 O 1.9247 -0.8789 -2.1520

--- 2 ---
A cluster of 3 separate species, C4H14N2OS in total. Source: OMol25; level of theory: wB97M-V/def2-TZVPD.

Calculated values
HOMO in eV: -8.90
Total charge: 0
Kohn-Sham gap in eV: 5.139
Molecular weight in g mol⁻¹: 138.24

Geometry (Å):
1 C 1.3787 1.3748 0.6525
2 N 1.6906 1.5579 -0.7664
3 C -1.5058 0.6776 -1.5257
4 N -2.6118 -0.2192 -0.9069
5 C 1.5572 -0.0717 1.0246
6 C 0.4821 -1.0753 0.6740
7 S -1.0959 -0.7722 1.4867
8 H 0.3915 1.7762 0.8850
9 H 2.0130 2.0441 1.2582
10 H 1.3975 0.6019 -1.1219
11 H -0.8696 0.0013 -2.0995
12 H -0.9216 1.0061 -0.6813
13 H -2.5787 -0.0661 0.1188
14 H -2.0386 1.4028 -2.1325
15 H 1.6167 -0.1926 2.1175
16 H 2.4857 -0.4184 0.5528
17 H 0.7083 -2.0819 1.0250
18 H 0.2881 -1.1585 -0.4270
19 H -2.2776 -1.1864 -0.9413
20 H 2.7003 1.4797 -0.8913
21 H 1.1989 -1.4702 -2.4082
22 O 1.1426 -0.8913 -1.6468

--- 3 ---
A cluster of 2 separate species, C4H14N2OS in total. Source: OMol25; level of theory: wB97M-V/def2-TZVPD.

Calculated values
HOMO in eV: -8.23
Structure (SMILES): NCNCCCS.O
Total charge: 0
Kohn-Sham gap in eV: 8.783
Molecular weight in g mol⁻¹: 138.24

Geometry (Å):
1 N -1.6360 -0.1778 1.3960
2 C -0.6464 -1.1478 1.9172
3 N 0.6805 -0.5514 1.9658
4 C 1.6445 -1.0877 1.0243
5 C 1.3692 -0.5956 -0.4457
6 C 1.9859 0.7588 -0.6917
7 S 1.2155 1.4725 -2.2383
8 H -2.1633 -0.5930 0.6435
9 H -2.1815 0.2193 2.1442
10 H -0.9295 -1.4061 2.9341
11 H -0.6193 -1.9906 1.2266
12 H 0.6546 0.4517 1.8580
13 H 2.6398 -0.6990 1.2072
14 H 1.6571 -2.1736 1.0259
15 H 1.7825 -1.3246 -1.1372
16 H 0.3104 -0.6355 -0.6596
17 H 1.8574 1.5309 0.0516
18 H 3.0400 0.7349 -0.9464
19 H -0.0401 1.3945 -1.7754
20 O -4.0999 0.0371 -0.5819
21 H -4.6993 0.7585 -0.8218
22 H -4.5766 -0.7826 -0.7723

Relative energies, hartree: 1 0.2363; 2 0.1972; 3 0.0000.

--- 1 ---
The ion C4H8ClN2 with charge +1. Source: OMol25; level of theory: wB97M-V/def2-TZVPD.

Calculated values
HOMO in eV: -14.69
Structure (SMILES): ClCC1=[NH+]CCN1
Total charge: +1
Kohn-Sham gap in eV: 10.936
Molecular weight in g mol⁻¹: 119.57

Geometry (Å):
1 Cl 3.0482 0.0642 0.3942
2 C 1.9349 -0.3835 -0.8963
3 C 0.5077 -0.1808 -0.3195
4 N -0.2373 -1.0986 0.3615
5 C -1.5159 -0.4493 0.7849
6 C -1.3040 1.0265 0.3997
7 N -0.0157 0.9951 -0.3191
8 H 2.1494 0.1980 -1.8277
9 H 2.0861 -1.3738 -1.1635
10 H -0.1654 -2.1452 0.1625
11 H -1.6793 -0.4875 1.8011
12 H -2.2266 -1.0521 0.2728
13 H -2.0888 1.3581 -0.3248
14 H -1.1537 1.8025 1.1586
15 H 0.6602 1.7265 -0.4844

--- 2 ---
A cluster of 2 separate species, C4H8ClN2 in total. Source: OMol25; level of theory: wB97M-V/def2-TZVPD.

Calculated values
HOMO in eV: -14.13
Total charge: +1
Kohn-Sham gap in eV: 10.890
Molecular weight in g mol⁻¹: 119.57

Geometry (Å):
1 C 0.2250 -0.3391 0.8107
2 C -0.5857 1.7195 -2.4674
3 C 0.3689 -1.2774 1.9947
4 C -1.0905 0.6429 -2.7537
5 N -0.0997 0.9487 0.8750
6 N 0.4571 -0.7940 -0.3701
7 Cl -0.0958 3.1615 -1.9136
8 H -0.3508 -2.0228 1.7739
9 H 0.2824 -0.8675 3.0102
10 H 1.4304 -1.7704 1.8954
11 H 0.1497 1.5145 1.7072
12 H -1.3236 -0.3065 -3.0685
13 H -0.2926 1.4649 -0.0437
14 H 0.6510 -1.8718 -0.2602
15 H 0.2742 -0.2027 -1.1898

Relative energies, hartree: 1 0.0000; 2 0.0735.

--- 1 ---
An isolated molecule of C3H4N2O. Source: OMol25; level of theory: wB97M-V/def2-TZVPD.

Calculated values
HOMO in eV: -8.87
Structure (SMILES): Nc1cnco1
Total charge: 0
Kohn-Sham gap in eV: 9.738
Molecular weight in g mol⁻¹: 84.08

Geometry (Å):
1 N -0.8687 -1.0051 -1.2381
2 C -0.2565 -0.3176 -0.1942
3 C -0.4808 -0.1764 1.1337
4 N 0.4339 0.7291 1.6582
5 C 1.1760 1.0479 0.6565
6 O 0.8334 0.4619 -0.5085
7 H -0.1955 -1.1663 -1.9782
8 H -1.6602 -0.4956 -1.6194
9 H -1.2082 -0.6650 1.7668
10 H 2.0199 1.7235 0.6317

--- 2 ---
An isolated molecule of C3H4N2O. Source: OMol25; level of theory: wB97M-V/def2-TZVPD.

Calculated values
HOMO in eV: -8.75
Total charge: 0
Kohn-Sham gap in eV: 8.660
Molecular weight in g mol⁻¹: 84.08

Geometry (Å):
1 N 1.5375 -0.1235 -0.1834
2 C 0.3025 0.2460 -0.4106
3 C -0.4435 1.2292 0.3161
4 N -1.3625 0.4248 0.7122
5 C -1.1044 -0.7956 -0.2031
6 O -0.8765 -1.9108 0.2639
7 H 1.8106 -1.0531 -0.4834
8 H 2.1636 0.3435 0.4625
9 H -0.2882 2.2616 0.6201
10 H -1.7391 -0.6222 -1.0943

--- 3 ---
A structure of composition C3H4N2O. Source: OMol25; level of theory: wB97M-V/def2-TZVPD.

Calculated values
HOMO (spin up / spin down) in eV: -8.03 / -8.03
Total charge: 0
Kohn-Sham gap (spin up / spin down) in eV: 8.552 / 8.553
Molecular weight in g mol⁻¹: 84.08

Geometry (Å):
1 N 1.6549 -0.1896 -0.3789
2 C 0.5045 0.4164 -0.3113
3 C -0.5997 1.0657 -0.2939
4 C -1.3151 -0.1911 -0.0207
5 N -1.1872 -0.8972 1.1462
6 O -0.1167 -0.8110 1.7630
7 H 1.9174 -0.8019 0.3865
8 H 2.2233 -0.1640 -1.2145
9 H -0.9467 2.0851 -0.4180
10 H -2.1348 -0.5124 -0.6584

--- 4 ---
An isolated molecule of C3H4N2O. Source: OMol25; level of theory: wB97M-V/def2-TZVPD.

Calculated values
HOMO in eV: -8.97
Structure (SMILES): Nc1cnoc1
Total charge: 0
Kohn-Sham gap in eV: 9.823
Molecular weight in g mol⁻¹: 84.08

Geometry (Å):
1 N 1.6311 -0.1027 -0.5136
2 C 0.2534 -0.2461 -0.2353
3 C -0.4909 1.0769 -0.0170
4 N -1.7560 0.9081 0.1604
5 O -2.0269 -0.4023 0.0988
6 C -0.7459 -1.1715 -0.1510
7 H 1.9035 0.8265 -0.2181
8 H 2.3465 -0.7674 -0.2356
9 H -0.1059 2.1170 0.0102
10 H -1.0106 -2.2365 -0.1803

Relative energies, hartree: 1 0.0000; 2 0.1096; 3 0.1819; 4 0.0749.

--- 1 ---
An isolated molecule of C3H4N2O. Source: OMol25; level of theory: wB97M-V/def2-TZVPD.

Calculated values
HOMO in eV: -9.89
Structure (SMILES): Cc1cnno1
Total charge: 0
Kohn-Sham gap in eV: 10.088
Molecular weight in g mol⁻¹: 84.08

Geometry (Å):
1 C 1.0178 0.8796 0.1089
2 C 0.1908 -0.1906 -0.5177
3 C -0.2944 -1.2837 0.1391
4 N -1.6531 -1.1249 0.1905
5 N -1.9969 -0.1092 -0.4789
6 O -0.8779 0.4374 -1.0535
7 H 1.3729 1.6701 -0.5465
8 H 1.7820 0.5111 0.7908
9 H 0.1406 1.2836 0.6607
10 H 0.1982 -2.1094 0.6320

--- 2 ---
An isolated molecule of C3H4N2O. Source: OMol25; level of theory: wB97M-V/def2-TZVPD.

Calculated values
HOMO in eV: -8.14
Structure (SMILES): Nc1cocn1
Total charge: 0
Kohn-Sham gap in eV: 9.199
Molecular weight in g mol⁻¹: 84.08

Geometry (Å):
1 N -0.4037 1.5892 0.7436
2 C -0.2070 0.3454 0.2133
3 C -0.4313 -0.1151 -1.0553
4 O -0.0821 -1.4576 -1.0272
5 C 0.4319 -1.6570 0.1745
6 N 0.3244 -0.6651 1.0017
7 H -0.5817 2.3503 0.1157
8 H -0.0857 1.7785 1.6765
9 H -0.1356 0.2710 -2.0175
10 H 1.1708 -2.4396 0.1746

--- 3 ---
An isolated molecule of C3H4N2O. Source: OMol25; level of theory: wB97M-V/def2-TZVPD.

Calculated values
HOMO in eV: -10.97
Structure (SMILES): [H]/N=C/OCC#N
Total charge: 0
Kohn-Sham gap in eV: 11.727
Molecular weight in g mol⁻¹: 84.08

Geometry (Å):
1 H -1.7441 -1.3281 -1.7860
2 N -0.9454 -0.9451 -1.2888
3 C -1.2640 -0.6118 -0.1144
4 O -0.4013 -0.0580 0.7610
5 C 0.9207 0.1656 0.2842
6 C 1.3837 1.4676 0.7808
7 N 1.7707 2.4930 1.1476
8 H -2.2390 -0.7097 0.3685
9 H 0.9406 0.1529 -0.8089
10 H 1.5781 -0.6266 0.6560

Relative energies, hartree: 1 0.0794; 2 0.0049; 3 0.0000.

--- 1 ---
An isolated molecule of C3H4N2O. Source: OMol25; level of theory: wB97M-V/def2-TZVPD.

Calculated values
HOMO in eV: -8.58
Structure (SMILES): Oc1cn[nH]c1
Total charge: 0
Kohn-Sham gap in eV: 9.338
Molecular weight in g mol⁻¹: 84.08

Geometry (Å):
1 O -0.6454 0.2568 1.7361
2 C 0.2901 0.1046 0.6922
3 C -0.3386 -1.0877 0.2615
4 N -0.3506 -1.1276 -1.0489
5 N 0.1767 0.0326 -1.3794
6 C 0.5234 0.8358 -0.4046
7 H -0.2458 0.9169 2.3075
8 H -0.6567 -1.9755 0.7730
9 H 0.2853 0.2530 -2.3518
10 H 0.9617 1.7911 -0.5856

--- 2 ---
An isolated molecule of C3H4N2O. Source: OMol25; level of theory: wB97M-V/def2-TZVPD.

Calculated values
HOMO (spin up / spin down) in eV: -8.17 / -7.51
Total charge: 0
Kohn-Sham gap (spin up / spin down) in eV: 7.488 / 6.038
Molecular weight in g mol⁻¹: 84.08

Geometry (Å):
1 C 1.2849 -0.3609 0.0611
2 C -1.7296 0.1844 0.0696
3 C 1.1745 0.9937 -0.0361
4 N 0.2427 -1.3369 0.0870
5 N -1.0786 -0.8763 -0.1577
6 O -2.7426 0.8584 -0.0066
7 H 2.1535 -0.8997 0.2692
8 H 0.2555 1.4666 -0.2861
9 H 2.0064 1.7694 0.0008
10 H -1.5668 -1.7986 -0.0011

Relative energies, hartree: 1 0.0000; 2 0.0655.

--- 1 ---
A cluster of 2 separate species, C3H4N2O in total. Source: OMol25; level of theory: wB97M-V/def2-TZVPD.

Calculated values
HOMO in eV: -10.66
Structure (SMILES): [H]/N=C1/NO1.C#C
Total charge: 0
Kohn-Sham gap in eV: 11.528
Molecular weight in g mol⁻¹: 84.08

Geometry (Å):
1 H 1.7626 1.0458 1.7360
2 N 1.2283 0.3744 1.1934
3 C -0.0060 0.5401 1.2733
4 N -1.2325 0.0062 0.9239
5 O -0.9888 1.2660 1.7866
6 H -1.5287 0.3682 0.0111
7 C 0.6813 -0.7317 -1.4071
8 C -0.2927 -0.8041 -2.1105
9 H 1.5203 -0.6502 -0.7469
10 H -1.0584 -0.9439 -2.8392

--- 2 ---
An isolated molecule of C3H4N2O. Source: OMol25; level of theory: wB97M-V/def2-TZVPD.

Calculated values
HOMO in eV: -8.36
Structure (SMILES): Oc1cnc[nH]1
Total charge: 0
Kohn-Sham gap in eV: 9.023
Molecular weight in g mol⁻¹: 84.08

Geometry (Å):
1 O 1.5843 1.2292 0.2300
2 C 0.5754 0.3298 0.1531
3 C 0.2362 -0.8180 0.8091
4 N -0.9620 -1.2940 0.3111
5 C -1.3096 -0.4678 -0.6345
6 N -0.4060 0.5583 -0.7699
7 H 2.0201 1.1202 1.0825
8 H 0.7820 -1.3342 1.5877
9 H -2.2211 -0.5212 -1.2160
10 H -0.2841 1.1956 -1.5414

--- 3 ---
An isolated molecule of C3H4N2O. Source: OMol25; level of theory: wB97M-V/def2-TZVPD.

Calculated values
HOMO in eV: -7.90
Total charge: 0
Kohn-Sham gap in eV: 8.218
Molecular weight in g mol⁻¹: 84.08

Geometry (Å):
1 O -0.9367 0.9706 -1.5546
2 C -0.3284 0.4274 -0.4937
3 N 0.0306 0.9840 0.6971
4 C 0.6070 -0.0537 1.5735
5 C 0.5220 -1.1591 0.7918
6 N -0.1110 -0.8704 -0.4373
7 H -1.1217 1.9017 -1.3790
8 H 0.8891 1.4914 0.9236
9 H 0.8979 -2.1465 0.9870
10 H -0.4488 -1.5453 -1.1085

Relative energies, hartree: 1 0.1825; 2 0.0000; 3 0.1075.

--- 1 ---
A cluster of 2 separate species, C3H4N2O in total. Source: OMol25; level of theory: wB97M-V/def2-TZVPD.

Calculated values
HOMO in eV: -8.87
Structure (SMILES): NC#[N+][O-].C#C
Total charge: 0
Kohn-Sham gap in eV: 9.299
Molecular weight in g mol⁻¹: 84.08

Geometry (Å):
1 N 1.3998 -0.9979 0.9090
2 C 0.6509 0.0965 1.1541
3 N -0.0300 1.0282 1.2395
4 O -0.7589 2.0112 1.3285
5 H 0.9575 -1.8744 1.1410
6 H 2.3649 -0.9389 1.2013
7 C -1.3121 0.6220 -1.4393
8 C -0.9874 -0.3296 -2.1012
9 H -1.5568 1.4508 -0.8022
10 H -0.7062 -1.1670 -2.7008

--- 2 ---
A structure of composition C3H4N2O. Source: OMol25; level of theory: wB97M-V/def2-TZVPD.

Calculated values
HOMO in eV: -8.20
Total charge: 0
Kohn-Sham gap in eV: 9.137
Molecular weight in g mol⁻¹: 84.08

Geometry (Å):
1 O 0.0941 1.0518 -1.9335
2 C -0.5270 0.3397 -0.9917
3 C 0.3331 0.2542 1.0515
4 N -0.4129 -0.8050 1.3583
5 N -0.2313 -1.5766 0.3061
6 C 0.5313 -0.4458 -0.2639
7 H -0.5778 1.5898 -2.3783
8 H 0.3579 1.2468 1.4749
9 H -1.0739 -1.0118 2.1061
10 H 1.5066 -0.6413 -0.7140

--- 3 ---
An isolated molecule of C3H4N2O. Source: OMol25; level of theory: wB97M-V/def2-TZVPD.

Calculated values
HOMO in eV: -8.27
Structure (SMILES): O=c1[nH]cc[nH]1
Total charge: 0
Kohn-Sham gap in eV: 9.137
Molecular weight in g mol⁻¹: 84.08

Geometry (Å):
1 O 0.3039 -2.1980 0.7639
2 C 0.1113 -1.0792 0.2799
3 N -0.5869 -0.5778 -0.7825
4 C -0.4126 0.8125 -0.8198
5 C 0.3911 1.1582 0.2197
6 N 0.7077 -0.0429 0.8974
7 H -1.1207 -1.1479 -1.4146
8 H -0.8852 1.4190 -1.5873
9 H 0.7342 2.1450 0.4987
10 H 1.1323 -0.6972 1.6036

Relative energies, hartree: 1 0.1743; 2 0.1970; 3 0.0000.

--- 1 ---
An isolated molecule of C3H4N2O. Source: OMol25; level of theory: wB97M-V/def2-TZVPD.

Calculated values
HOMO in eV: -8.63
Total charge: 0
Kohn-Sham gap in eV: 9.439
Molecular weight in g mol⁻¹: 84.08

Geometry (Å):
1 O -1.3551 0.3292 -1.7018
2 C -0.5021 0.0492 -0.6764
3 C -0.3309 -1.1368 -0.0401
4 N 0.6322 -0.6802 1.0075
5 N 1.0640 0.7206 0.8751
6 C 0.3423 1.0948 -0.1289
7 H -1.8620 -0.4825 -1.8442
8 H 0.1386 -0.7491 1.8990
9 H 1.4643 -1.2662 1.0885
10 H 0.4086 2.1209 -0.4786

--- 2 ---
A cluster of 2 separate species, C3H4N2O in total. Source: OMol25; level of theory: wB97M-V/def2-TZVPD.

Calculated values
HOMO in eV: -9.39
Structure (SMILES): N=C=N.C#CO
Total charge: 0
Kohn-Sham gap in eV: 10.053
Molecular weight in g mol⁻¹: 84.08

Geometry (Å):
1 N -1.9930 0.3576 0.6875
2 C -0.9902 1.0179 0.4961
3 N 0.0477 1.6888 0.4747
4 H -2.1699 -0.4426 0.0915
5 H 0.0372 2.5310 -0.0900
6 C 0.4402 -1.8400 -0.8219
7 C 1.2155 -1.0776 -0.3010
8 O 2.0573 -0.2569 0.2643
9 H -0.2066 -2.5422 -1.2952
10 H 1.5618 0.5639 0.4941

Relative energies, hartree: 1 0.0278; 2 0.0000.